#one
Here is C3H3BrO in the gas phase from the OMol25 dataset. Energies are from the ωB97M-V functional and the def2-TZVPD basis.

```
8
Properties=species:S:1:pos:R:3
C 1.04 -1.68 0.34
C 0.39 -0.70 0.18
C -0.32 0.43 -0.24
O -0.14 1.54 0.56
Br -2.32 -0.03 -0.06
H 1.59 -2.51 0.35
H -0.04 0.50 -1.25
H -0.19 2.46 0.12
```

Calculated values
LUMO: 0.430 eV
Total charge: 0
SMILES string: C#C[C@H](O)Br
Kohn-Sham gap: 10.48 eV
Molecular weight: 134.96 g mol⁻¹
Highest occupied orbital energy: -10.1 eV

Atomic partial charges in e from the natural (NBO) method, atoms 1 to 6: atom 1 (C): -0.1522, atom 2 (C): -0.0560, atom 3 (C): 0.0583, atom 4 (O): -0.6901, atom 5 (Br): -0.0931, atom 6 (H): 0.2175

#two
Here is C3H3BrO in the gas phase from the OMol25 dataset. Energies are from the ωB97M-V functional and the def2-TZVPD basis.

```
8
Properties=species:S:1:pos:R:3
C -1.52 -0.53 -0.03
C -2.78 -0.45 -0.45
C -0.10 -0.12 -0.13
O -2.15 -1.64 0.42
Br -4.45 0.21 -0.01
H 0.21 0.71 0.65
H 0.00 0.33 -1.08
H 0.48 -1.02 -0.01
```

Calculated values
LUMO: 0.162 eV
Total charge: 0
SMILES string: CC1=C(Br)O1
Kohn-Sham gap: 8.23 eV
Molecular weight: 134.96 g mol⁻¹
Highest occupied orbital energy: -8.1 eV

Atomic partial charges in e from the natural (NBO) method, atoms 1 to 6: atom 1 (C): 0.3605, atom 2 (C): -0.0596, atom 3 (C): -0.6833, atom 4 (O): -0.5113, atom 5 (Br): 0.1400, atom 6 (H): 0.2531

Taking the most stable structure as the zero point, the relative energies in eV are #one 0.000; #two 1.570.

#one
Here is C4H6FN3 in the gas phase from the OMol25 dataset. Energies are from the ωB97M-V functional and the def2-TZVPD basis.

```
14
Properties=species:S:1:pos:R:3
C -2.10 -0.33 0.17
C -0.84 -0.39 -0.22
C 1.29 -1.19 0.22
C 1.10 1.24 0.84
H -2.69 -0.79 0.90
H -0.36 0.58 -0.82
H 2.10 -1.78 0.45
H 2.74 -0.17 -1.32
H 0.83 2.28 0.96
H 0.91 0.35 1.64
N 0.03 -1.40 0.15
N 1.87 -0.14 -0.53
N 1.73 1.19 -0.37
F -2.85 0.67 -0.29
```

Calculated values
LUMO: 0.005 eV
Total charge: 0
SMILES string: C=NN/C=N\C=C\F
Kohn-Sham gap: 8.40 eV
Molecular weight: 115.11 g mol⁻¹
Highest occupied orbital energy: -8.4 eV

Atomic partial charges in e from the natural (NBO) method, atoms 1 to 6: atom 1 (C): 0.2619, atom 2 (C): -0.1682, atom 3 (C): 0.2252, atom 4 (C): -0.2605, atom 5 (H): 0.1834, atom 6 (H): 0.2263

#two
Here is 2 unconnected molecules or ions with the total composition C4H6FN3 from the OMol25 dataset. Energies are from the ωB97M-V functional and the def2-TZVPD basis.

```
14
Properties=species:S:1:pos:R:3
C -1.45 1.00 0.08
C -0.87 -0.37 -0.29
C 1.05 -0.52 -1.40
C 0.35 -0.37 0.71
H -2.00 1.01 1.02
H -2.20 1.32 -0.74
H -1.35 -1.49 -0.29
H 1.68 -0.79 -2.16
H 2.51 0.27 0.11
H 1.16 -0.39 2.43
N -0.20 -0.31 -1.63
N 1.33 -1.14 -0.09
N 0.25 -0.06 2.00
F -0.26 1.82 0.25
```

Calculated values
LUMO: -1.789 eV
Total charge: 0
Kohn-Sham gap: 8.04 eV
Molecular weight: 115.11 g mol⁻¹
Highest occupied orbital energy: -9.8 eV

Atomic partial charges in e from the natural (NBO) method, atoms 1 to 6: atom 1 (C): 0.0320, atom 2 (C): -0.2252, atom 3 (C): 0.1866, atom 4 (C): 0.4000, atom 5 (H): 0.2054, atom 6 (H): 0.1969

Taking the most stable structure as the zero point, the relative energies in eV are #one 0.000; #two 0.826.